No. 1
{"formula": "C8H9N3O", "method": "ωB97M-V with the def2-TZVPD basis set", "symbols": ["O", "C", "C", "C", "C", "C", "N", "N", "C", "C", "N", "C", "H", "H", "H", "H", "H", "H", "H", "H", "H"], "coordinates": [[0.9061, 1.1405, 1.9472], [0.5528, 0.0343, 1.1609], [-0.9807, 0.0526, 0.5833], [-1.8110, 1.1514, 0.3769], [-3.0523, 0.7214, -0.0733], [-2.9356, -0.6428, -0.2282], [-1.6588, -1.0473, 0.2185], [1.4733, -0.1956, 0.1107], [1.7684, 0.6962, -0.9481], [2.5751, -0.0511, -1.7706], [2.8820, -1.2689, -1.2646], [2.1193, -1.3118, -0.1721], [1.4408, 1.7790, 1.3238], [0.5145, -0.8137, 1.7296], [-1.4581, 2.1248, 0.5972], [-3.9832, 1.2190, -0.5112], [-3.6221, -1.4616, -0.3971], [-1.2788, -1.9623, 0.2553], [1.2130, 1.6317, -1.0120], [3.2280, 0.3922, -2.5360], [2.1072, -2.1879, 0.6097]], "lowdin_charge": [0.006, -0.285, -0.180, -0.080, -0.107, -0.113, 0.064, -0.068, -0.039, -0.182, 0.063, -0.198, 0.155, 0.113, 0.090, 0.127, 0.103, 0.141, 0.120, 0.106, 0.166], "smiles": "O[C@@H](c1ccc[nH]1)n1ccnc1", "relative_energy_kj_mol": 117.4, "total_charge": 0, "homo_ha": -0.3088, "total_energy_ev": -14957.999, "orbital_gap_ev": 9.092, "e_lumo_ev": 0.69}

No. 2
{"formula": "C26H27CoN4O2S4", "method": "ωB97M-V with the def2-TZVPD basis set", "symbols": ["Co", "C", "N", "C", "C", "N", "C", "C", "C", "C", "C", "C", "C", "S", "C", "C", "C", "C", "C", "C", "S", "H", "H", "H", "H", "H", "H", "H", "H", "H", "H", "H", "H", "H", "H", "H", "H", "H", "H", "O", "C", "C", "C", "C", "C", "C", "C", "O", "N", "N", "C", "S", "C", "C", "S", "H", "H", "H", "H", "H", "H", "H", "H", "H"], "coordinates": [[-0.0533, -0.1149, 0.1019], [-2.1000, -2.1774, 0.3804], [-1.9624, -0.7147, 0.5372], [-2.1767, -0.3648, 1.9572], [-1.7118, 1.0581, 2.2484], [-0.2573, 1.1553, 2.0958], [0.1688, 2.5421, 1.9064], [0.4044, 0.5700, 3.2380], [0.4768, 1.2514, 4.4446], [1.1171, 0.7069, 5.5433], [1.7224, -0.5364, 5.4328], [1.6649, -1.2254, 4.2423], [0.9863, -0.7015, 3.1342], [0.8595, -1.6827, 1.7126], [-3.0005, -0.0498, -0.2405], [-4.3086, -0.5097, -0.2176], [-5.3016, 0.1196, -0.9453], [-4.9917, 1.2436, -1.6964], [-3.7028, 1.7254, -1.7130], [-2.6881, 1.0840, -0.9943], [-1.0747, 1.7113, -1.0689], [-2.9119, -2.5670, 0.9999], [-1.1767, -2.6687, 0.6838], [-2.2930, -2.4084, -0.6676], [-1.6038, -1.0631, 2.5719], [-3.2415, -0.4637, 2.2144], [-2.0220, 1.3363, 3.2703], [-2.1886, 1.7460, 1.5440], [-0.2772, 3.2246, 2.6427], [-0.1218, 2.8731, 0.9090], [1.2543, 2.5864, 1.9829], [0.0244, 2.2295, 4.5420], [1.1422, 1.2545, 6.4758], [2.2349, -0.9663, 6.2829], [2.1363, -2.1914, 4.1384], [-4.5639, -1.3812, 0.3645], [-6.3088, -0.2703, -0.9308], [-5.7629, 1.7384, -2.2701], [-3.4392, 2.6035, -2.2841], [3.8214, -0.8886, -3.4987], [4.4044, -0.8114, -2.2923], [5.7708, -1.0802, -2.2117], [6.4254, -1.0570, -0.9963], [5.7375, -0.7396, 0.1655], [4.3925, -0.4372, 0.0959], [3.7093, -0.4718, -1.1177], [2.2507, -0.2895, -1.1022], [1.6739, 0.3085, -0.1289], [1.5602, -0.8245, -2.0850], [0.2398, -0.9477, -1.8314], [-0.5054, -0.9683, -2.9154], [0.3464, -0.3593, -4.3676], [-1.1649, 0.0330, -5.5150], [-1.8340, 1.1909, -5.0260], [-2.0640, -1.5308, -2.9930], [2.8495, -0.7984, -3.3914], [6.2903, -1.3328, -3.1242], [7.4777, -1.3018, -0.9472], [6.2442, -0.7432, 1.1220], [3.8334, -0.2035, 0.9900], [-1.7479, -0.8825, -5.4582], [-0.6665, 0.1596, -6.4720], [-2.5411, 1.0998, -4.2220], [-1.4552, 2.1737, -5.2462]], "lowdin_charge": [0.200, -0.115, -0.214, -0.162, -0.160, -0.196, -0.098, -0.276, -0.051, -0.114, -0.116, -0.135, -0.589, 0.744, -0.319, -0.055, -0.102, -0.106, -0.141, -0.627, 0.740, 0.085, 0.020, 0.017, 0.101, 0.128, 0.129, 0.110, 0.081, 0.012, 0.100, 0.103, 0.088, 0.092, 0.088, 0.105, 0.091, 0.095, 0.093, 0.049, -0.267, -0.024, -0.098, -0.099, -0.015, -0.066, -0.398, -0.136, 0.007, -0.114, -1.095, 0.879, -0.532, -0.063, 0.744, 0.037, 0.110, 0.096, 0.095, 0.113, 0.013, 0.056, 0.016, 0.049], "multiplicity": 4, "total_charge": -1, "homo_ha": [-0.1580, -0.1618], "total_energy_ev": -118424.524, "orbital_gap_ev": [7.032, 5.247], "e_lumo_ev": [2.73, 0.84]}